# 1
Here is a cluster of 4 separate species, C20H35NO11S2 in total in a non-equilibrium geometry from OMol25. Energies are from ωB97M-V/def2-TZVPD.

Frontier orbital gap   10.0 eV
F_max   2.96 eV/A
LUMO   0.0152 Ha
Multiplicity   1

Each line ends with the Löwdin charge.
Positions of all 69 atoms, in Å:
C1 1.5592 1.1313 0.4588  0.194
C2 2.3170 0.6090 -0.3002  -0.052
C3 3.2743 -0.1608 -1.0741  -0.309
O1 3.8942 -1.1356 -0.1515  -0.194
S1 2.8669 -2.3612 -0.0569  0.608
O2 1.9318 -2.1523 0.9970  -0.220
O3 3.4923 -3.6351 -0.0386  -0.235
O4 1.9643 -2.0399 -1.4124  -0.170
C4 2.7031 -1.0820 -2.1590  -0.655
S2 4.1682 -2.1122 -2.7868  0.912
C5 2.0142 -0.4150 -3.3376  -0.046
C6 2.3546 -0.8775 -4.7484  -0.483
O5 1.9264 -1.9060 -5.2016  0.125
N1 3.1385 0.0460 -5.5356  -0.176
C7 2.3116 0.6117 -6.6157  -0.071
C8 4.3115 -0.6148 -6.1382  -0.091
H1 0.9621 1.6970 1.1407  0.024
H2 4.0841 0.4612 -1.4421  0.160
H3 4.8888 -1.1135 -3.3193  -0.095
H4 2.1610 0.6601 -3.2808  0.132
H5 0.9472 -0.6189 -3.2368  0.146
H6 2.9835 0.9814 -7.3843  0.083
H7 1.7540 1.4745 -6.2599  0.084
H8 1.6610 -0.1342 -7.0731  0.092
H9 5.1211 0.1116 -6.1777  0.087
H10 4.6580 -1.4675 -5.5669  0.052
H11 4.1225 -0.9667 -7.1522  0.086
O6 -0.8010 2.7288 1.2065  0.070
C9 -1.6884 2.3873 1.9463  -0.516
O7 -2.9333 2.8009 1.6882  0.011
C10 -4.0858 2.3128 2.3882  -0.224
C11 -4.3373 3.0712 3.6735  -0.064
C12 -1.4144 1.5766 3.1917  0.022
H12 -4.0091 1.2364 2.5480  0.113
H13 -4.9166 2.4658 1.7014  0.122
H14 -3.5145 2.9476 4.3788  0.073
H15 -5.2518 2.7248 4.1500  0.077
H16 -4.4347 4.1364 3.4744  0.077
H17 -1.1293 2.2551 3.9944  0.100
H18 -0.5857 0.9019 2.9876  0.085
H19 -2.2526 0.9671 3.5177  0.073
O8 -6.7119 4.7530 4.7144  0.097
C13 -7.3672 5.3009 3.8728  -0.525
O9 -6.7797 6.2399 3.1081  -0.001
C14 -7.4058 6.8266 1.9638  -0.236
C15 -8.2882 7.9981 2.3405  -0.063
C16 -8.8434 5.0224 3.7064  0.015
H20 -7.9434 6.0718 1.3882  0.113
H21 -6.5849 7.1700 1.3371  0.123
H22 -9.1149 7.6897 2.9806  0.068
H23 -8.7017 8.4659 1.4470  0.082
H24 -7.7112 8.7411 2.8904  0.084
H25 -9.3975 5.6408 4.4109  0.097
H26 -9.0191 3.9762 3.9426  0.091
H27 -9.2199 5.1972 2.7015  0.070
O10 6.6659 -9.9502 1.3845  0.103
C17 6.3055 -8.8680 1.0145  -0.535
O11 5.1323 -8.3839 1.4578  0.000
C18 4.7007 -7.0382 1.2221  -0.230
C19 4.0087 -6.8855 -0.1141  -0.057
C20 7.0992 -8.0731 0.0014  0.009
H28 5.5322 -6.3417 1.3371  0.113
H29 3.9999 -6.8203 2.0257  0.124
H30 4.6807 -7.1090 -0.9437  0.071
H31 3.6401 -5.8694 -0.2345  0.048
H32 3.1683 -7.5767 -0.1855  0.086
H33 6.8241 -8.4066 -0.9980  0.094
H34 8.1543 -8.2774 0.1638  0.088
H35 6.9604 -6.9971 0.0713  0.068


# 2
Here is a cluster of 2 separate species, C4H11N3O2 in total in a non-equilibrium geometry from OMol25. Energies are from ωB97M-V/def2-TZVPD.

Frontier orbital gap (alpha / beta)   8.5 / 8.5 eV
F_max   4.26 eV/A
ΔE to the lowest compared entry with this formula, charge and spin   107.75 kcal/mol
LUMO (alpha / beta)   -0.0112 / -0.0111 Ha
Multiplicity   1

Each line ends with the Löwdin charge.
Positions of all 20 atoms, in Å:
C1 0.7032 2.1037 -0.8894  -0.084
N1 1.0465 0.8286 -0.3097  -0.036
N2 -0.5692 -1.8251 -1.5471  -0.058
O1 0.6029 -1.5709 -1.4262  -0.013
H1 1.6584 0.2159 -0.8300  0.107
H2 0.3383 2.7399 -0.0825  0.082
H3 1.5640 2.5564 -1.3846  0.084
H4 -0.0901 1.9823 -1.6314  0.073
C2 -2.1725 -0.4580 -0.1357  -0.094
C3 1.4764 -0.7202 1.5103  -0.011
N3 -1.4456 -1.6668 -0.4619  -0.097
C4 0.6675 0.4549 0.9881  -0.533
O2 0.2099 1.2984 1.7492  0.026
H5 -2.0048 -2.5068 -0.3563  0.114
H6 -3.1323 -0.3325 -0.6371  0.073
H7 -2.3982 -0.4694 0.9322  0.087
H8 -1.5202 0.3561 -0.4500  0.060
H9 2.5058 -0.4093 1.6815  0.087
H10 1.0759 -1.0275 2.4735  0.081
H11 1.4842 -1.5496 0.8070  0.053


# 3
Here is a cluster of 2 separate species, C4H11N2 in total in a non-equilibrium geometry from OMol25. Energies are from ωB97M-V/def2-TZVPD.

Frontier orbital gap   10.1 eV
F_max   1.73 eV/A
Charge   +1
ΔE to the lowest compared entry with this formula, charge and spin   64.74 kcal/mol
LUMO   -0.1455 Ha
Multiplicity   1

Each line ends with the Löwdin charge.
Positions of all 17 atoms, in Å:
C1 -0.8423 0.8528 -0.0936  0.047
C2 -0.2395 -0.4774 0.1134  -0.134
C3 0.7271 -1.4304 -0.3264  0.026
C4 -1.9521 -0.4403 2.0563  0.022
N1 -1.1407 -0.1486 0.9375  0.018
N2 2.0282 1.1909 -1.7356  0.025
H1 -0.2940 1.7364 0.2071  0.115
H2 -1.5720 1.0005 -0.8799  0.123
H3 0.8012 -2.3030 0.3199  0.106
H4 1.6853 -0.9072 -0.4259  0.091
H5 0.4826 -1.7354 -1.3481  0.124
H6 -2.6445 -1.2537 1.8220  0.116
H7 -1.3286 -0.7452 2.9010  0.115
H8 -2.5244 0.4458 2.3269  0.112
H9 2.0261 0.8981 -2.7073  0.032
H10 2.9968 1.1389 -1.4305  0.033
H11 1.7909 2.1778 -1.7367  0.027


# 4
Here is a structure of composition C48H58N8NiO2PS2SbSe in a non-equilibrium geometry from OMol25. Energies are from ωB97M-V/def2-TZVPD.

Frontier orbital gap (alpha / beta)   5.0 / 4.9 eV
F_max   1.97 eV/A
LUMO (alpha / beta)   -0.0697 / -0.0697 Ha
Multiplicity   1

Each line ends with the Löwdin charge.
Positions of all 122 atoms, in Å:
Ni1 -0.0324 -1.0020 0.3629  0.041
C1 0.0496 -0.5260 4.9980  -0.060
C2 -1.4287 -0.5568 5.2567  -0.315
C3 -1.9119 -0.4776 6.5593  -0.046
C4 -3.2721 -0.5131 6.8209  -0.073
C5 -4.1700 -0.6519 5.7745  -0.075
C6 -3.6971 -0.7311 4.4753  -0.128
C7 -2.3362 -0.6684 4.2055  -0.322
Sb1 -1.8266 -0.6741 2.0974  1.641
C8 -3.0956 -2.4235 1.9592  -0.312
C9 -2.5160 -3.5060 2.6135  -0.191
C10 -3.1133 -4.7546 2.6061  -0.105
C11 -4.3188 -4.9183 1.9403  -0.079
C12 -4.9122 -3.8385 1.3119  -0.037
C13 -4.3167 -2.5756 1.3045  -0.284
C14 -5.0001 -1.4357 0.6180  -0.039
C15 -2.7039 1.2304 1.4977  -0.298
C16 -2.7384 1.3553 0.1123  -0.169
C17 -3.0448 2.5534 -0.5094  -0.075
C18 -3.3052 3.6657 0.2708  -0.072
C19 -3.2651 3.5584 1.6501  -0.061
C20 -2.9472 2.3624 2.2920  -0.295
C21 -2.8931 2.3750 3.7963  -0.047
H1 0.6063 -0.2845 5.9025  0.087
H2 0.2955 0.2131 4.2323  0.062
H3 0.3886 -1.5023 4.6439  0.071
H4 -1.2086 -0.3793 7.3775  0.109
H5 -3.6284 -0.4359 7.8394  0.104
H6 -5.2340 -0.6882 5.9666  0.107
H7 -4.3999 -0.8309 3.6562  0.103
H8 -1.5893 -3.3696 3.1661  0.071
H9 -2.6444 -5.5869 3.1164  0.099
H10 -4.8036 -5.8856 1.9255  0.103
H11 -5.8629 -3.9636 0.8084  0.115
H12 -6.0746 -1.6037 0.5581  0.087
H13 -4.6249 -1.3344 -0.3964  0.057
H14 -4.8155 -0.4923 1.1331  0.060
H15 -2.5368 0.4874 -0.5039  0.056
H16 -3.0892 2.6011 -1.5873  0.107
H17 -3.5350 4.6168 -0.1917  0.105
H18 -3.4731 4.4326 2.2564  0.109
H19 -2.7697 3.3943 4.1610  0.080
H20 -2.0772 1.7677 4.1782  0.057
H21 -3.8157 1.9759 4.2199  0.085
Se1 0.6055 -4.7863 1.6733  1.218
N1 1.7380 -4.5477 3.0090  -0.218
C22 2.0347 -3.2548 3.0562  -0.387
C23 2.9218 -2.5982 3.9374  0.015
C24 3.0830 -1.2470 3.7863  -0.048
C25 2.3494 -0.5338 2.8123  -0.133
N2 1.4976 -1.0955 1.9899  0.065
C26 1.3655 -2.4428 2.0773  -0.497
N3 0.5539 -3.0741 1.2418  -0.225
H22 3.4481 -3.1556 4.6995  0.124
H23 3.7584 -0.7053 4.4332  0.117
H24 2.4601 0.5397 2.7132  0.120
O1 -5.3438 -1.5483 -3.5264  -0.297
S1 -4.3814 -0.4919 -3.3838  0.625
O2 -4.8828 0.8133 -3.0578  -0.310
N4 -3.1966 -0.9642 -2.3265  -0.114
C27 -2.0908 -1.2617 -2.9498  -0.786
S2 -0.6867 -1.8467 -2.1714  0.739
C28 -2.1200 -1.0347 -4.4224  -0.235
C29 -1.1452 -1.3023 -5.3708  -0.045
C30 -1.3874 -0.9488 -6.6921  -0.073
C31 -2.5776 -0.3357 -7.0657  -0.070
C32 -3.5726 -0.1023 -6.1231  -0.036
C33 -3.3209 -0.4710 -4.8212  -0.212
H25 -0.2262 -1.7931 -5.0787  0.091
H26 -0.6428 -1.1534 -7.4509  0.104
H27 -2.7446 -0.0571 -8.0974  0.104
H28 -4.5153 0.3548 -6.3919  0.120
N5 1.4063 -1.0259 -0.7467  -0.322
P1 2.2598 0.1643 -1.2832  0.593
N6 1.8599 1.6960 -0.7199  -0.205
C34 2.7506 2.8443 -0.8465  -0.209
C35 1.9490 4.1392 -0.9026  -0.172
C36 1.1533 4.3492 0.3959  -0.180
C37 0.7903 3.0039 1.0436  -0.164
C38 0.6005 1.9493 -0.0349  -0.220
N7 2.2837 0.3837 -2.9533  -0.207
C39 1.1970 1.0979 -3.6017  -0.204
C40 1.7350 1.7237 -4.8864  -0.173
C41 2.3204 0.6452 -5.8026  -0.195
C42 3.3253 -0.2346 -5.0534  -0.178
C43 2.7235 -0.7545 -3.7495  -0.216
N8 3.8834 -0.0963 -0.9833  -0.201
C44 4.9980 0.4986 -1.6992  -0.221
C45 5.9787 1.1382 -0.7161  -0.182
C46 6.4575 0.1023 0.3016  -0.202
C47 5.2522 -0.5259 1.0026  -0.192
C48 4.3001 -1.1154 -0.0358  -0.213
H29 3.3367 2.7285 -1.7593  0.102
H30 3.4447 2.8880 0.0045  0.109
H31 1.2701 4.0961 -1.7574  0.109
H32 2.6355 4.9702 -1.0713  0.111
H33 0.2433 4.9081 0.1715  0.106
H34 1.7391 4.9425 1.1009  0.106
H35 -0.1245 3.1017 1.6317  0.103
H36 1.5923 2.6815 1.7143  0.102
H37 -0.1848 2.2795 -0.7259  0.114
H38 0.2730 0.9994 0.4133  0.041
H39 0.8166 1.8646 -2.9242  0.103
H40 0.3753 0.4178 -3.8371  0.087
H41 2.5156 2.4435 -4.6226  0.109
H42 0.9312 2.2567 -5.4007  0.111
H43 2.8104 1.1167 -6.6578  0.107
H44 1.5093 0.0197 -6.1836  0.093
H45 4.2175 0.3511 -4.8150  0.104
H46 3.6279 -1.0785 -5.6781  0.109
H47 3.4607 -1.3159 -3.1722  0.107
H48 1.8817 -1.4301 -3.9519  0.097
H49 4.6200 1.2319 -2.4085  0.093
H50 5.5289 -0.2768 -2.2725  0.123
H51 5.4810 1.9559 -0.1902  0.095
H52 6.8254 1.5580 -1.2641  0.111
H53 7.1208 0.5733 1.0309  0.106
H54 7.0263 -0.6790 -0.2121  0.113
H55 4.7260 0.2398 1.5811  0.099
H56 5.5708 -1.3117 1.6928  0.108
H57 3.4009 -1.5178 0.4248  0.069
H58 4.8110 -1.9326 -0.5659  0.127